Record 1
The following is a DFT calculation (the ωB97M-V functional and the def2-TZVPD basis) of a structure of composition C24H29N10NdO3 in a non-equilibrium geometry.

Structure (XYZ):
```
67
Properties=species:S:1:pos:R:3:forces:R:3
Nd 0.381744 -0.127326 0.174796 -1.1 -0.3 -1.1
O 1.237153 -1.523169 1.988859 0.1 -0.2 0.6
O 1.773040 1.448605 0.801810 0.1 1.0 1.2
O 1.389961 2.466877 2.795683 0.0 0.0 0.0
N 0.045038 0.140359 4.813753 0.0 -0.1 0.2
N -0.266080 2.514901 -0.290706 0.2 -0.1 0.2
N 2.611455 -0.793841 -0.760482 0.2 -0.1 -0.2
N -0.088322 2.747027 1.104179 -0.1 0.1 0.0
N -0.360253 -0.050701 2.605030 -0.1 -0.1 0.5
N -2.150746 0.022918 -0.318491 0.0 0.0 -0.1
N -1.586965 1.518958 3.828557 0.0 0.0 -0.1
N -0.197178 -2.529186 -0.431113 0.1 -0.4 -0.3
N -0.228450 0.107306 -2.323951 -0.1 -0.1 0.0
N -0.229367 -4.701378 -0.063925 0.0 -0.2 0.0
C 1.121387 2.222600 1.640646 0.6 -0.2 -0.4
C 5.095675 -0.212420 -0.159064 -0.5 -0.2 -0.1
C -0.613725 -3.493727 0.369480 0.0 0.0 0.0
C 0.981479 -0.881953 4.355232 -0.1 0.2 0.1
C -4.282177 -0.038116 -3.364744 -0.1 0.0 0.3
C 5.838676 0.376676 -1.360426 0.0 0.0 0.0
C -0.492822 -5.983839 0.600024 0.0 0.2 -0.2
C -3.352452 -0.001257 -4.332099 0.2 0.0 -0.1
C -2.547550 0.019123 -1.619970 0.3 0.0 0.1
C -3.896707 -0.026973 -1.976733 -0.3 0.0 -0.2
C -0.033299 0.669323 6.171325 0.2 0.0 -0.1
C 0.492261 -4.510761 -1.223082 -0.2 -0.2 0.2
C -1.952023 0.053819 -4.001380 -0.2 0.0 -0.3
C -0.960100 0.107423 -4.998081 -0.1 0.0 -0.1
C -4.447747 -0.069624 0.357664 0.1 0.0 0.1
C 0.678685 0.161512 -3.282866 0.0 0.0 0.0
C -4.853882 -0.071405 -0.947427 -0.1 0.0 -0.1
C -1.542989 0.063620 -2.667490 0.1 0.0 0.3
C 0.500059 -3.172066 -1.437043 0.0 0.2 -0.1
C 3.702134 -0.564277 -0.488420 0.6 0.2 0.1
C 0.650143 -0.903420 2.887469 0.3 0.0 -0.3
C -3.075625 -0.023898 0.623745 -0.1 0.0 0.0
C 0.357667 0.169782 -4.643777 0.1 0.0 0.1
C -0.651902 0.574570 3.777046 0.0 0.2 -0.2
H -0.339335 -6.780766 -0.120738 0.0 0.0 0.0
H -5.336243 -0.078943 -3.609204 0.0 0.0 0.0
H 0.819347 -1.851339 4.827601 0.0 0.0 0.0
H -2.718560 -0.040640 1.645733 0.0 0.0 0.0
H 0.895495 0.438599 6.685341 0.0 0.0 0.0
H -1.785780 1.969687 2.947335 0.0 0.0 0.0
H -1.188949 -3.366991 1.274122 0.0 0.0 0.0
H -0.116346 1.755808 6.140117 0.0 0.0 0.0
H 5.891253 -0.338916 -2.178975 0.0 0.0 0.0
H 0.390284 3.073692 -0.827863 0.0 0.1 -0.1
H -1.699001 2.077718 4.657864 0.0 0.0 0.0
H 1.714180 0.189131 -2.967436 0.0 0.0 0.0
H -1.252803 0.100648 -6.041701 0.0 0.0 0.0
H 5.572087 -1.120555 0.211982 0.1 0.0 0.0
H 6.852557 0.625190 -1.054741 0.0 0.0 0.0
H 5.041063 0.491832 0.672726 0.0 0.0 0.0
H 1.147103 0.217485 -5.380532 0.0 0.0 0.0
H 2.017909 -0.574890 4.499933 0.0 0.0 0.0
H -1.208420 2.788615 -0.533832 -0.1 0.0 0.0
H -5.153042 -0.107163 1.175889 0.0 0.0 0.0
H -0.867074 0.239623 6.723792 0.0 0.0 0.0
H 5.356389 1.285316 -1.716931 0.0 0.0 0.0
H -5.907008 -0.111068 -1.200248 0.0 0.0 0.0
H 0.913341 -5.335353 -1.773007 0.0 0.0 0.0
H 0.183004 -6.120376 1.439919 0.0 0.0 0.0
H -1.525515 -6.011921 0.935606 0.0 0.0 0.0
H 0.951995 -2.632922 -2.252141 0.0 0.0 0.0
H -0.206510 3.706806 1.408582 -0.1 0.1 0.0
H -3.637717 -0.011273 -5.376623 0.0 0.0 0.0
```
Forces are in eV/Å.

For the energy relative to the best compared isomer or geometry (same formula, charge and spin), the calculation gives 7.0 kcal/mol. As for the total charge: +2. For the HOMO-LUMO gap (spin up / spin down), the calculation gives 0.321 / 0.321 Ha. As for the calculated total energy: -61672.8021 eV. As for the multiplicity: 4.

Results of the Löwdin charge analysis, in e, for atoms 1 through 4:
1 Nd 1.869
2 O -0.080
3 O -0.244
4 O 0.072



Record 2
The following is a DFT calculation (the ωB97M-V functional and the def2-TZVPD basis) of a cluster of 2 separate species, C2H6N2O in total in a non-equilibrium geometry.

Structure (XYZ):
```
11
Properties=species:S:1:pos:R:3:forces:R:3
O 0.084295 0.899172 2.223768 -0.3 -0.3 -0.6
N -0.351036 -1.441715 -0.810124 -0.6 0.7 -0.8
N -0.760627 0.830820 -0.717101 0.5 0.4 -0.8
C -0.438830 -0.296630 -1.400508 -0.6 -0.8 0.9
C 0.992078 0.172091 1.906875 0.6 0.6 1.6
H -0.373910 -0.230124 -2.485042 0.0 0.5 -0.1
H 2.014933 0.510627 2.177925 0.1 -0.2 -0.5
H -0.939355 0.766533 0.269688 0.1 0.0 0.2
H -0.499446 -2.097219 -1.575610 0.7 -0.5 0.3
H -0.613380 1.736827 -1.137883 -0.1 -0.2 0.2
H 0.885280 -0.850383 1.548013 -0.3 -0.1 -0.6
```
Forces are in eV/Å.

For the energy relative to the best compared isomer or geometry (same formula, charge and spin), the calculation gives 46.2 kcal/mol. As for the total charge: 0. For the HOMO-LUMO gap, the calculation gives 0.367 Ha. As for the calculated total energy: -7197.7840 eV. As for the multiplicity: 1. The SMILES is [H]/N=C/N.C=O.

Results of the Löwdin charge analysis, in e, for atoms 1 through 4:
1 O -0.031
2 N 0.035
3 N 0.086
4 C -0.388



Record 3
The following is a DFT calculation (the ωB97M-V functional and the def2-TZVPD basis) of a structure of composition C4H2O2Zn in a non-equilibrium geometry.

Structure (XYZ):
```
9
Properties=species:S:1:pos:R:3:forces:R:3
Zn 0.417556 -0.996845 1.438980 0.4 1.3 -1.0
O -0.664682 -1.508800 -1.197530 0.1 0.0 -0.4
O -0.432848 -2.006439 0.098623 0.0 -0.5 1.2
C -0.515657 0.732834 -0.369958 -1.8 -0.6 -0.2
C -0.142389 1.120184 0.819169 2.3 -0.6 -1.9
C 1.016070 0.995652 1.457639 -0.8 -0.5 0.9
C -0.650594 -0.160830 -1.344611 -0.2 1.1 0.4
H -0.825164 0.067083 -2.399770 0.3 0.0 0.4
H 1.797708 1.757161 1.497459 -0.3 -0.2 0.7
```
Forces are in eV/Å.

For the energy relative to the best compared isomer or geometry (same formula, charge and spin), the calculation gives 0.0 kcal/mol. As for the total charge: 0. For the HOMO-LUMO gap, the calculation gives 0.245 Ha. As for the calculated total energy: -56684.8698 eV. As for the multiplicity: 1.

Results of the Löwdin charge analysis, in e, for atoms 1 through 4:
1 Zn 0.941
2 O -0.153
3 O -0.344
4 C -0.098



Record 4
The following is a DFT calculation (the ωB97M-V functional and the def2-TZVPD basis) of a cluster of 6 separate species, C13H37O6S5 in total in a non-equilibrium geometry.

Structure (XYZ):
```
61
Properties=species:S:1:pos:R:3:forces:R:3
S 3.646273 2.642151 3.226395 0.0 -0.2 -0.2
S 2.835126 3.491354 -2.337886 0.0 -0.2 0.0
S -6.336940 -0.528966 0.771348 -0.1 0.3 -0.2
S 0.730175 -4.409607 0.133724 0.3 0.1 -0.5
S -1.463529 -0.612928 -4.523231 -0.2 -0.3 -0.3
O -0.666077 -4.154093 0.491299 -0.6 -0.2 0.0
O -1.575147 -0.747134 1.330983 0.0 -0.3 0.6
O -1.675663 -0.103407 -5.909520 0.0 0.1 0.0
O 2.581267 3.652663 3.402497 -0.4 0.2 -0.2
O 2.804462 4.968217 -2.520286 0.0 0.0 0.0
O -5.640242 -1.136283 1.915556 0.1 -0.1 0.3
C 2.999168 1.033680 3.721233 -0.1 0.2 -0.6
C 0.976749 -6.204553 -0.004581 0.4 0.2 0.9
C -1.419322 1.488236 0.556876 -0.4 0.5 0.4
C 4.360646 3.098755 -1.481218 0.4 0.2 0.0
C -1.107717 -0.013640 0.341877 -0.4 0.2 0.1
C -6.966516 -1.915409 -0.196213 -0.2 -0.2 0.8
C 0.426734 -0.152152 0.202295 0.3 0.0 -1.1
C 1.687489 -4.230441 1.639181 0.5 -0.4 0.5
C -2.374333 0.442025 -3.389315 -0.1 0.0 0.9
C 1.722042 3.085650 -0.986187 0.3 -0.1 0.3
C 4.710304 2.910887 4.627173 0.6 0.0 0.1
C 0.131690 -0.051281 -3.978107 0.6 0.0 0.2
C -5.150126 -0.055391 -0.482488 0.8 0.4 -0.6
H -7.622048 -1.559706 -0.986598 0.2 -0.1 -0.3
H 2.058349 -6.337860 0.055876 0.0 -0.2 -0.4
H -5.712357 0.181749 -1.391314 0.0 -0.4 -0.1
H 0.782768 2.754629 -1.417206 -0.2 0.3 0.2
H -0.840087 1.914784 1.390515 0.3 -0.2 -0.2
H 3.839976 0.473173 4.123450 -0.2 -0.2 0.1
H 4.447502 3.672451 -0.557135 -0.2 0.0 0.0
H -4.406340 -0.846823 -0.609700 -0.3 -0.2 -0.1
H 2.102923 2.277278 -0.362031 0.1 -0.1 -0.2
H 4.107012 2.877206 5.531834 0.0 0.1 0.1
H -1.320324 2.150670 -0.320785 0.0 -0.1 0.0
H 2.618244 0.569459 2.811113 0.1 -0.1 0.1
H -1.638901 -0.274327 -0.630061 0.5 0.0 -0.3
H 0.914697 -0.491089 -4.593339 -0.1 -0.1 -0.1
H -6.118456 -2.538412 -0.475114 0.0 0.1 -0.4
H 0.735402 -1.192741 0.047316 -0.2 0.0 0.6
H -4.547082 0.837338 -0.302370 -0.3 0.0 0.7
H 0.199117 1.034575 -4.049112 -0.1 0.0 0.0
H 0.827936 0.310415 1.107892 0.3 -0.4 0.1
H -3.130948 1.014200 -3.917679 0.2 0.1 -0.2
H -7.542234 -2.497610 0.526661 -0.1 0.1 -0.1
H 1.145132 -4.700523 2.462292 -0.2 0.2 -0.1
H 0.553145 -6.606555 -0.916260 -0.1 0.1 -0.1
H 0.256586 -0.386727 -2.944232 0.0 0.1 0.0
H 1.864910 -3.179525 1.847981 -0.2 0.1 -0.1
H 5.138146 3.898674 4.466407 -0.1 0.1 0.2
H 1.655399 3.968114 -0.350079 -0.3 0.1 -0.2
H 2.147978 1.164204 4.385719 0.2 0.1 0.3
H 5.176054 3.388979 -2.144156 0.0 -0.1 0.0
H 0.548333 -6.666698 0.888120 -0.2 0.0 -0.2
H 4.406983 2.027339 -1.291004 0.0 0.0 0.0
H 0.883310 0.352558 -0.674651 -0.3 0.3 0.2
H -2.851526 -0.144594 -2.601763 -0.1 -0.2 -0.3
H -2.440235 1.543409 0.954227 -0.1 0.0 -0.4
H -1.666077 1.054764 -2.833825 -0.2 0.4 -0.2
H 5.541428 2.203777 4.665852 -0.2 -0.1 0.0
H 2.648772 -4.744887 1.551752 0.0 0.1 -0.2
```
Forces are in eV/Å.

For the energy relative to the best compared isomer or geometry (same formula, charge and spin), the calculation gives 0.0 kcal/mol. As for the total charge: -1. For the HOMO-LUMO gap, the calculation gives 0.180 Ha. As for the calculated total energy: -80537.0039 eV. As for the multiplicity: 1.

Results of the Löwdin charge analysis, in e, for atoms 1 through 4:
1 S 0.770
2 S 0.792
3 S 0.781
4 S 0.767



What is the formula in the fourth record?
C13H37O6S5



Number 3 is which compound?
C4H2O2Zn



Among the records above, which one has the highest multiplicity?
C24H29N10NdO3